Formula: ClH3N2S
Source: the OMol25 dataset
Level of theory: ωB97M-V/def2-TZVPD

```
7
Properties=species:S:1:pos:R:3:forces:R:3
N -0.287 -1.302 0.424 -1.5010 -3.8873 -1.4412
N -0.530 1.088 -0.086 0.0622 -0.2066 -0.4983
S 0.284 -0.301 -0.560 0.0493 1.2531 0.0965
Cl 2.278 0.258 0.242 -0.2059 -0.0413 -0.2581
H -0.685 -2.742 -0.603 1.1429 3.1976 2.0837
H -0.987 1.024 0.816 0.1401 -0.2854 0.0613
H -0.072 1.975 -0.233 0.3124 -0.0302 -0.0440
```
Forces are in eV/Å.

Calculated values
Molecular weight: 98.56 g mol⁻¹
Kohn-Sham gap (spin up / spin down): 8.28 / 8.68 eV


Formula: ClH3NOP
Source: the OMol25 dataset
Level of theory: ωB97M-V/def2-TZVPD

```
7
Properties=species:S:1:pos:R:3:forces:R:3
N -1.303 -0.574 -0.428 2.8816 2.3770 -1.4386
O 0.781 1.230 0.602 -2.0995 1.5433 -0.5526
P 0.832 0.347 -0.766 -2.7922 -1.2449 0.4703
Cl 2.155 -0.946 0.023 0.2789 -0.6484 -0.0799
H -1.237 -1.565 -0.468 0.3113 -1.1132 -0.1521
H -1.213 -0.342 0.534 -0.1541 0.0450 1.3454
H -0.015 1.851 0.503 1.5739 -0.9589 0.4074
```
Forces are in eV/Å.

Calculated values
Molecular weight: 99.46 g mol⁻¹
Kohn-Sham gap: 9.23 eV


Formula: ClH3NOP
Source: the OMol25 dataset
Level of theory: ωB97M-V/def2-TZVPD

```
7
Properties=species:S:1:pos:R:3:forces:R:3
N -0.433 0.639 0.490 -2.4824 1.1437 -2.8818
O 0.358 -1.378 -0.320 -2.4807 0.2180 -2.1828
P 0.585 -0.515 0.955 2.2255 0.2456 4.0576
Cl 3.324 -0.017 -0.284 0.1684 -0.0073 -0.0352
H -0.883 1.504 0.715 0.5239 0.0758 0.9630
H -0.817 0.305 -0.408 -0.0207 0.5166 0.5782
H 0.918 -2.064 -0.531 2.0660 -2.1923 -0.4990
```
Forces are in eV/Å.

Calculated values
Multiplicity: 3
<S²>: 2.005
Molecular weight: 99.46 g mol⁻¹
Kohn-Sham gap (spin up / spin down): 6.98 / 6.87 eV


Formula: ClH3NP
Source: the OMol25 dataset
Level of theory: ωB97M-V/def2-TZVPD

```
6
Properties=species:S:1:pos:R:3:forces:R:3
N -0.907 -0.519 0.031 1.2940 -1.6382 1.7684
P 0.598 0.864 0.103 -1.5612 2.7682 -1.3715
Cl 2.092 -0.350 -0.097 1.4021 -1.3972 -0.2861
H -0.352 -1.245 0.645 -1.9612 1.2371 -1.2490
H -1.716 -0.168 0.577 0.4583 -0.4340 -0.2688
H 0.285 1.417 -1.259 0.3680 -0.5359 1.4071
```
Forces are in eV/Å.

Calculated values
Multiplicity: 3
<S²>: 2.009
Molecular weight: 83.46 g mol⁻¹
Kohn-Sham gap (spin up / spin down): 6.36 / 7.81 eV


Formula: ClH3NaO6P2
Source: the OMol25 dataset
Level of theory: ωB97M-V/def2-TZVPD

```
13
Properties=species:S:1:pos:R:3:forces:R:3
O 0.039 -1.132 -1.118 -0.0784 0.0751 -0.0627
P 0.242 -0.012 -0.227 0.0795 -0.1861 0.0041
O 0.156 1.421 -0.921 0.2707 -0.0144 0.1585
O 1.780 -0.001 0.423 0.0999 0.0277 -0.0855
O 2.669 -0.270 -0.685 0.1220 0.0550 0.1494
O -0.504 0.104 1.144 -0.4226 0.2622 -0.1977
P -2.189 -0.134 1.473 0.3374 -0.2989 0.2036
O -2.303 -1.668 1.031 -0.2660 0.3132 0.1181
Cl -3.025 0.785 -0.176 0.0738 0.0272 0.0133
H -0.062 2.130 -0.301 -0.2557 0.0079 -0.0802
H 2.748 -1.239 -0.677 -0.1058 0.0354 -0.0544
H -2.844 -1.831 0.246 0.1659 -0.1841 -0.1272
Na 3.293 1.846 -0.211 -0.0207 -0.1203 -0.0393
```
Forces are in eV/Å.

Calculated values
Charge: +1
Molecular weight: 219.41 g mol⁻¹
Kohn-Sham gap: 9.03 eV


Formula: ClH3O2SSi
Source: the OMol25 dataset
Level of theory: ωB97M-V/def2-TZVPD

```
8
Properties=species:S:1:pos:R:3:forces:R:3
O -1.292 0.841 1.346 -0.5736 0.2312 1.4850
O -1.375 1.319 -1.211 1.0671 -3.9007 4.9936
Si 1.186 -0.172 -0.054 0.4193 2.0208 0.6969
S -1.038 0.389 0.037 -0.6518 2.7210 -7.1391
Cl -2.091 -1.556 -0.266 0.8281 1.4358 0.2325
H 0.902 -1.210 0.845 0.2300 -1.1725 1.0954
H 1.727 -0.681 -1.302 -0.1522 0.1791 -0.4092
H 1.980 1.071 0.604 -1.1667 -1.5147 -0.9551
```
Forces are in eV/Å.

Calculated values
Structure (SMILES): O=S(=O)([SiH3])Cl
Molecular weight: 130.63 g mol⁻¹
Kohn-Sham gap: 9.44 eV